No. 1
The following is a DFT calculation (ωB97M-V/def2-TZVPD) of a gas-phase ion, C22H30ClN2O3 (charge +1).

Computed properties:
Highest occupied orbital energy in eV: -11.03
Calculated total energy in eV: -44939.4921
SMILES: CCOc1cc(C[NH2+]CCN2CCOCC2)ccc1OCc1ccccc1Cl
Strongest force on any atom in eV Å⁻¹: 0.62
Relative energy (zero: lowest compared OMol25 entry of this formula, charge and spin) in kcal per mole: 5.4

Structure (ORCA input):
```
! wB97M-V def2-TZVPD RIJCOSX def2/J DEFGRID3
* xyz 1 1
C -1.239 1.297 -4.944
C -2.269 0.858 -3.909
O -1.881 1.175 -2.585
C -0.905 0.478 -1.969
C -0.341 -0.704 -2.416
C 0.650 -1.351 -1.672
C 1.207 -2.669 -2.122
N 0.515 -3.784 -1.407
C -0.906 -3.987 -1.757
C -1.561 -4.562 -0.489
N -0.967 -3.863 0.650
C -0.813 -4.714 1.833
C -0.109 -3.921 2.938
O -0.844 -2.777 3.279
C -0.997 -1.935 2.167
C -1.709 -2.651 1.016
C 1.088 -0.791 -0.487
C 0.534 0.392 -0.020
C -0.472 1.027 -0.730
O -1.109 2.150 -0.355
C -0.743 2.776 0.863
C 0.620 3.421 0.800
C 0.950 4.191 -0.309
C 2.181 4.812 -0.408
C 3.105 4.675 0.614
C 2.800 3.910 1.726
C 1.566 3.285 1.811
Cl 1.227 2.320 3.218
H -1.067 2.366 -4.858
H -0.290 0.785 -4.801
H -1.610 1.081 -5.942
H -3.198 1.415 -4.052
H -2.494 -0.213 -4.004
H -0.645 -1.127 -3.361
H 2.270 -2.732 -1.883
H 1.076 -2.814 -3.196
H 1.041 -4.653 -1.515
H 0.371 -3.588 -0.342
H -1.025 -4.648 -2.614
H -1.331 -3.010 -1.990
H -1.335 -5.627 -0.408
H -2.649 -4.451 -0.537
H -0.215 -5.590 1.572
H -1.791 -5.047 2.205
H -0.032 -4.524 3.843
H 0.901 -3.637 2.603
H -1.591 -1.084 2.500
H -0.014 -1.579 1.824
H -1.761 -1.983 0.154
H -2.728 -2.910 1.333
H 1.881 -1.260 0.076
H 0.904 0.813 0.899
H -0.804 2.066 1.696
H -1.506 3.548 1.005
H 0.218 4.295 -1.097
H 2.416 5.408 -1.276
H 4.065 5.163 0.550
H 3.513 3.796 2.526
*
```

No. 2
The following is a DFT calculation (ωB97M-V/def2-TZVPD) of 6 unconnected molecules or ions with the total composition C22H30F2O18 in a non-equilibrium geometry.

Computed properties:
Highest occupied orbital energy in eV: -11.01
Calculated total energy in eV: -65591.5316
SMILES: O=C1OC[C@@H](F)O1.O=C1OC[C@@H](F)O1.C[C@H]1COC(=O)O1.C[C@H]1COC(=O)O1.C[C@H]1COC(=O)O1.C[C@H]1COC(=O)O1
Strongest force on any atom in eV Å⁻¹: 1.50
Relative energy (zero: lowest compared OMol25 entry of this formula, charge and spin) in kcal per mole: 0.0

Structure (ORCA input):
```
! wB97M-V def2-TZVPD RIJCOSX def2/J DEFGRID3
* xyz 0 1
O -2.957 -1.360 -2.218
C -2.643 -0.794 -3.212
O -3.284 0.260 -3.746
C -2.637 0.622 -4.947
C -1.274 -0.030 -4.817
F -0.356 0.779 -4.205
O -1.560 -1.103 -3.979
H -3.084 0.168 -5.843
H -2.676 1.687 -5.154
H -0.859 -0.364 -5.763
O -2.569 3.199 -0.379
C -2.094 2.121 -0.290
O -1.501 1.458 -1.321
C -0.699 0.436 -0.762
C -1.482 0.123 0.490
F -0.656 -0.321 1.485
O -1.982 1.395 0.860
H -0.635 -0.438 -1.411
H 0.346 0.705 -0.585
H -2.249 -0.633 0.330
C 2.610 -0.192 -3.006
C 2.869 1.170 -3.618
C 3.043 2.270 -2.547
O 4.222 2.956 -2.935
C 4.860 2.271 -3.899
O 5.875 2.595 -4.399
O 4.169 1.153 -4.220
H 2.397 -0.929 -3.780
H 1.915 -0.306 -2.173
H 3.540 -0.511 -2.519
H 2.113 1.373 -4.376
H 3.210 1.776 -1.586
H 2.217 2.969 -2.451
C -4.954 -2.391 1.699
C -5.174 -0.949 1.273
C -6.527 -0.337 1.659
O -6.199 0.903 2.273
C -4.854 0.979 2.461
O -4.324 1.887 3.008
O -4.252 -0.151 2.057
H -3.906 -2.687 1.664
H -5.447 -3.074 0.998
H -5.337 -2.591 2.699
H -4.919 -0.900 0.212
H -7.054 -0.947 2.395
H -7.162 -0.257 0.778
C 2.597 -3.493 3.044
C 2.227 -3.891 1.639
C 1.255 -2.914 0.955
O 2.084 -2.169 0.067
C 3.272 -2.779 -0.082
O 4.138 -2.494 -0.836
O 3.373 -3.840 0.769
H 1.758 -3.648 3.733
H 2.871 -2.445 3.165
H 3.374 -4.147 3.444
H 1.872 -4.919 1.622
H 0.793 -2.255 1.682
H 0.511 -3.503 0.416
C 1.371 2.521 2.247
C 2.506 1.790 2.916
C 3.552 2.741 3.573
O 3.600 2.339 4.921
C 2.574 1.491 5.200
O 2.249 1.178 6.295
O 2.026 1.042 4.053
H 0.816 1.785 1.658
H 1.820 3.248 1.568
H 0.620 2.955 2.903
H 2.962 1.038 2.274
H 3.180 3.762 3.484
H 4.518 2.619 3.089
*
```

No. 3
The following is a DFT calculation (ωB97M-V/def2-TZVPD) of a molecular structure, C22H30N5O5S3TeTi in a non-equilibrium geometry.

Computed properties:
Highest occupied orbital energy (spin up / spin down) in eV: -2.38 / -4.30
Calculated total energy in eV: -103905.1213
Strongest force on any atom in eV Å⁻¹: 3.50
⟨S²⟩: 2.03
Relative energy (zero: lowest compared OMol25 entry of this formula, charge and spin) in kcal per mole: 24.6

Structure (ORCA input):
```
! wB97M-V def2-TZVPD RIJCOSX def2/J DEFGRID3
* xyz -1 3
Ti 0.573 1.022 -1.185
O 5.740 -0.004 1.378
C 4.647 0.200 0.897
C 3.968 1.597 0.786
O 4.382 2.625 1.303
C 2.794 1.349 0.015
C 2.724 -0.024 -0.343
O 1.694 -0.421 -1.078
C 3.709 -0.802 0.329
O 3.701 -2.070 0.537
O 1.726 2.104 -0.321
C -4.256 5.106 -1.173
C -3.562 4.147 -0.201
C -2.873 3.031 -0.907
N -1.643 2.714 -0.758
N -1.239 1.669 -1.519
C -2.185 1.193 -2.310
N -2.011 0.079 -3.077
S -3.710 2.017 -2.077
H -4.660 5.963 -0.635
H -5.074 4.599 -1.687
H -3.553 5.466 -1.924
H -4.301 3.740 0.493
H -2.804 4.672 0.381
H -1.648 -0.721 -2.564
H -2.801 -0.151 -3.659
Te 1.315 1.128 -3.760
C 1.099 3.218 -3.912
C 0.830 4.126 -2.927
C 0.880 5.479 -3.368
C 1.186 5.591 -4.685
S 1.412 4.041 -5.401
H 0.615 3.850 -1.907
H 0.714 6.329 -2.721
H 1.313 6.479 -5.283
C -0.820 -2.415 4.250
C -0.862 -0.910 4.525
C -1.016 -0.034 3.274
C 0.261 0.128 2.441
N 0.749 -1.114 1.861
C 0.282 -1.711 0.743
S -1.114 -1.120 -0.055
N 0.922 -2.819 0.387
C 0.566 -3.585 -0.791
C -0.441 -4.693 -0.463
C -0.007 -5.588 0.698
C 1.335 -6.280 0.468
H -0.851 -2.971 5.189
H 0.084 -2.705 3.721
H -1.677 -2.720 3.647
H 0.045 -0.612 5.061
H -1.712 -0.707 5.183
H -1.324 0.970 3.581
H -1.802 -0.443 2.640
H 1.056 0.521 3.076
H 0.068 0.863 1.653
H 1.670 -1.419 2.150
H 1.952 -2.826 0.636
H 1.483 -4.014 -1.194
H 0.140 -2.926 -1.549
H -0.592 -5.297 -1.364
H -1.394 -4.224 -0.206
H -0.781 -6.344 0.859
H 0.055 -4.982 1.604
H 1.332 -6.832 -0.475
H 1.545 -6.981 1.277
H 2.149 -5.555 0.438
*
```

No. 4
The following is a DFT calculation (ωB97M-V/def2-TZVPD) of C22H30N6O2S in the gas phase in a non-equilibrium geometry.

Computed properties:
Highest occupied orbital energy in eV: -7.98
Calculated total energy in eV: -47172.2630
SMILES: [H]/N=c1/c2c(C)[nH]nc2nc(SCC(=O)N(CCC)CCC)n1-c1ccc(OCC)cc1
Strongest force on any atom in eV Å⁻¹: 1.39
Relative energy (zero: lowest compared OMol25 entry of this formula, charge and spin) in kcal per mole: 4.2

Structure (ORCA input):
```
! wB97M-V def2-TZVPD RIJCOSX def2/J DEFGRID3
* xyz 0 1
H 4.050 2.391 0.277
N 4.609 1.545 0.333
C 4.007 0.472 0.042
C 4.644 -0.813 0.084
C 5.921 -1.248 0.393
C 7.125 -0.488 0.797
N 5.884 -2.590 0.251
N 4.689 -3.068 -0.124
C 3.920 -2.000 -0.229
N 2.610 -1.981 -0.601
C 2.058 -0.825 -0.630
S 0.378 -0.719 -1.158
C -0.129 -2.469 -1.031
C -1.087 -2.594 0.143
O -0.701 -3.030 1.210
N -2.358 -2.167 -0.044
C -3.217 -2.116 1.127
C -3.070 -0.786 1.871
C -3.993 -0.724 3.080
C -2.877 -1.629 -1.283
C -3.364 -2.710 -2.259
C -4.525 -3.529 -1.709
N 2.643 0.374 -0.342
C 1.865 1.565 -0.389
C 2.047 2.481 -1.420
C 1.299 3.636 -1.450
C 0.350 3.900 -0.459
O -0.315 5.075 -0.592
C -1.377 5.392 0.287
C -2.652 4.617 -0.032
C 0.178 2.981 0.574
C 0.938 1.827 0.609
H 7.477 -0.814 1.775
H 6.861 0.565 0.839
H 7.932 -0.631 0.078
H 6.642 -3.238 0.399
H -0.549 -2.768 -1.986
H 0.790 -3.017 -0.816
H -4.253 -2.262 0.816
H -2.924 -2.933 1.789
H -2.032 -0.685 2.191
H -3.293 0.039 1.189
H -3.873 0.221 3.604
H -3.764 -1.531 3.771
H -5.033 -0.818 2.774
H -3.716 -0.975 -1.034
H -2.116 -1.012 -1.770
H -2.544 -3.386 -2.503
H -3.672 -2.212 -3.181
H -4.861 -4.248 -2.453
H -5.366 -2.886 -1.456
H -4.219 -4.076 -0.822
H 2.776 2.280 -2.192
H 1.428 4.359 -2.239
H -1.544 6.461 0.132
H -1.075 5.239 1.331
H -3.448 4.930 0.639
H -2.955 4.813 -1.057
H -2.495 3.547 0.080
H -0.535 3.151 1.364
H 0.807 1.119 1.413
*
```